The following is a quantum chemistry calculation of a 2-piece molecular cluster, C2H5NO2 overall, from OMol25.

Positions of all 10 atoms, in Å:
1 H -0.95337 3.45852 -0.17182
2 O -0.52650 -1.00700 -1.25473
3 H 0.49465 -3.08486 -0.16618
4 O -0.07737 2.08403 0.96288
5 H 1.14661 -2.18532 1.15724
6 H -0.43894 1.77335 -0.97796
7 N 0.64249 -2.20169 0.28431
8 C 0.05842 -1.08100 -0.19555
9 C -0.48802 2.45972 -0.10395
10 H 0.14203 -0.21575 0.46577


The following is a quantum chemistry calculation of a 3-piece molecular cluster, C27H24BF3O4S overall, from OMol25.

Positions of all 60 atoms, in Å:
1 C -2.28296 -1.49550 0.55665
2 C -3.60453 -1.49960 0.17270
3 H 3.13249 -0.67630 -5.06101
4 C 3.31097 -1.38301 -1.76905
5 C -2.81800 1.54880 2.08501
6 C 5.39448 -1.77972 -2.77436
7 C -0.84634 2.22827 0.92969
8 H 4.61278 2.30492 4.80589
9 S 2.40721 1.13763 3.20420
10 C -0.01921 -0.11510 0.36002
11 C 4.90983 2.33126 3.74183
12 H -0.13903 0.37641 3.74279
13 H -5.47174 -0.01181 -3.15593
14 H 1.69032 3.13443 0.31636
15 H 6.42384 -2.11728 -2.68201
16 C -0.05817 1.62941 1.96383
17 C 3.71475 2.21413 2.84202
18 H -2.82911 2.45045 0.13456
19 H -2.60654 0.12113 3.67805
20 H 5.16510 -1.46341 -0.63076
21 H 5.45875 -1.66745 -4.91185
22 H -3.33148 0.27011 -2.74620
23 H 5.39291 3.29703 3.55822
24 O 0.54335 -3.19403 -1.28736
25 C 3.45013 2.86751 1.63913
26 O 1.39020 -1.71422 -2.96555
27 C -2.07957 0.78839 2.98700
28 H -0.34312 2.49634 -0.00514
29 C -1.70972 -0.26602 -1.40799
30 H -0.18864 -4.54020 0.01283
31 C -4.04019 -0.76036 -0.96486
32 H -0.03498 -5.12175 -1.61700
33 F -4.41922 3.18129 2.61582
34 C -0.69830 0.93876 3.01602
35 O 2.37470 -1.69285 -0.84651
36 C -5.76088 0.42294 -2.19227
37 H -2.00252 -2.08418 1.42435
38 C -3.03622 -0.21452 -1.80128
39 C 2.13387 2.57270 1.13614
40 C 4.68235 -1.53313 -1.60778
41 C 4.82759 -1.53968 -4.02785
42 H -1.32992 -3.95840 -1.21547
43 C 3.49480 -1.13103 -4.14863
44 H -4.36691 -2.06936 0.71325
45 H -0.95668 0.11187 -2.10223
46 C -0.30739 -4.25860 -1.02400
47 C -4.26869 1.84376 2.32540
48 H -6.84218 0.54763 -2.10148
49 B 1.25054 -2.18752 -1.60680
50 C -1.24660 -0.72347 -0.11996
51 H 0.64766 -0.81156 0.92743
52 H -5.26540 1.39659 -2.11662
53 F -4.78131 1.12291 3.36684
54 C 1.38005 1.52603 1.74422
55 H 4.16661 3.59339 1.23501
56 C -2.21955 2.16833 0.98737
57 F -5.05284 1.57532 1.22454
58 H 5.67775 1.55231 3.57275
59 O -5.35903 -0.44456 -1.09110
60 C 2.68399 -1.29547 -3.03892


The following is a quantum chemistry calculation of a 2-piece molecular cluster, C4H9FN2 overall, from OMol25.

Positions of all 16 atoms, in Å:
1 C -1.52524 -0.25369 1.18272
2 N 2.54199 -0.32413 0.20124
3 H 0.36863 -1.28659 -1.64741
4 C 0.13964 -1.02712 -0.56218
5 C 1.20316 -0.06761 -0.04585
6 H 1.55448 2.01362 0.36306
7 F -1.49633 0.71063 -0.79944
8 H -0.64195 0.46329 1.46777
9 H -1.55420 -1.11830 1.82999
10 H 2.92066 -1.38340 0.07556
11 N 0.81897 1.36907 0.25798
12 H 0.07264 -1.95926 0.10197
13 H -2.05395 -1.24059 -0.74951
14 C -1.27820 -0.56774 -0.18588
15 H -2.42995 0.47444 1.26324
16 H 0.46768 1.82357 -1.05719


The following is a quantum chemistry calculation of a 2-piece molecular cluster, C6H15NO overall, from OMol25.

Positions of all 23 atoms, in Å:
1 H 1.37263 -1.93933 -0.83195
2 H 2.35966 0.78987 -0.19420
3 H 0.91476 1.61178 1.98940
4 H -0.44102 1.04647 -2.49331
5 C -0.70607 -0.77714 0.51801
6 H -1.43550 -0.75975 1.45687
7 C 0.43384 0.20845 0.47179
8 N 2.06969 -1.13582 -0.89635
9 H 2.20043 -1.09977 -1.83873
10 H -1.92838 1.33898 1.20516
11 C 0.16605 1.56021 1.11028
12 H -1.38177 -2.93438 0.40977
13 H -0.80554 -2.66759 -1.09909
14 C -1.18488 1.99499 1.71357
15 H 0.29483 -2.68400 0.22676
16 O 0.40813 0.76047 -2.84210
17 H -1.31082 3.13252 1.49172
18 C 1.61711 0.02890 -0.18858
19 H 0.54796 2.26180 0.31762
20 H -1.22217 1.90542 2.84549
21 C -0.60148 -2.34103 -0.02689
22 H -1.41362 -0.18740 -0.09535
23 H 0.04616 -0.11365 -3.24989


The following is a quantum chemistry calculation of a 2-piece molecular cluster, C12H15IN2O overall, from OMol25.

Positions of all 31 atoms, in Å:
1 H 3.53016 -4.26075 -0.26379
2 H -0.58449 0.53893 -1.12446
3 C -0.71968 -1.82239 -1.06283
4 H -1.83163 2.96883 2.86382
5 H -0.46550 2.79150 0.28097
6 C 0.03690 -0.43247 -1.07009
7 H 0.11834 6.00160 1.73231
8 C -1.87031 -4.39089 -1.06063
9 C -1.16286 4.30436 1.30041
10 H -0.12337 5.68524 0.00103
11 C 2.39575 -1.65512 -0.89457
12 C 0.01113 5.21608 0.97955
13 H 3.53790 -1.62335 -0.81178
14 N -0.44852 -4.46021 -0.99758
15 H -0.90942 4.36741 3.45457
16 C 0.10099 -3.13173 -0.99030
17 H -0.08667 3.00595 2.66236
18 H 1.95639 -5.20137 -0.19134
19 C 2.52282 -4.40137 -0.80656
20 H -2.44286 -5.38942 -1.04677
21 I 2.57289 1.63532 -1.04066
22 N -2.15564 -1.77498 -1.10480
23 C 1.57176 -0.30780 -1.00473
24 C -2.71161 -3.08609 -1.09319
25 H -3.85654 -3.18052 -1.12701
26 H 2.74227 -4.84682 -1.84952
27 H -2.09003 4.88419 1.29722
28 H 0.94564 4.64740 0.93236
29 C 1.68427 -3.02084 -0.90142
30 O -1.28139 3.30980 0.28582
31 C -0.98668 3.62951 2.65162


The following is a quantum chemistry calculation of C23H38BBr2N4O3Pd as an isolated structure, from OMol25.

Values from the calculation:
Net charge = +1

Positions of all 72 atoms, in Å:
1 H -2.49015 -2.80062 -3.38382
2 N 1.12171 0.99141 4.28121
3 H 5.52791 2.45942 -0.47202
4 H -0.88115 -1.20563 5.43982
5 H 2.98645 -1.51881 -1.97777
6 H -5.91546 1.06851 -0.71477
7 H 1.46605 -0.73729 5.40021
8 H 6.15318 0.94762 0.20035
9 C 1.38190 -0.44279 4.35211
10 Pd 0.05322 1.03346 -0.08966
11 N 0.30920 -1.20379 3.72302
12 H 5.23910 1.49359 -2.61967
13 H -1.73477 -2.40492 -0.58473
14 C -4.80988 0.06754 -2.25780
15 H 5.47675 -1.24708 0.89539
16 H -6.18230 -0.69811 -3.69192
17 H 4.79745 1.78399 0.98273
18 C -2.72600 -1.20041 -2.00534
19 N -0.07901 0.64191 2.22213
20 C -1.47031 -1.62423 -1.30116
21 H -1.75349 -1.44864 3.91089
22 H -5.41496 2.12497 -2.03120
23 H -6.73559 0.99316 -2.27134
24 C 1.00921 1.37989 2.88817
25 C -5.76941 1.12334 -1.79200
26 H -4.81363 -3.79693 -4.34401
27 H -2.14954 0.38041 2.46292
28 H -4.04309 -2.79689 -5.56271
29 C -4.77338 -2.78853 -4.75445
30 C -3.12381 0.89111 -0.68355
31 C -3.54552 -0.10613 -1.63606
32 H 4.56050 -2.12311 -1.42585
33 H 3.09089 -2.55922 -0.56345
34 H -1.09306 3.05613 -3.34031
35 Br -0.34746 3.54243 -0.96375
36 C 0.20099 -0.80293 2.33463
37 C 5.25557 1.53261 0.02755
38 Br 0.22152 0.96348 -2.94937
39 H 1.14372 -1.01977 1.82199
40 C -4.36468 -1.83540 -3.68258
41 C 4.27611 0.75832 -0.85449
42 H 1.95208 1.15205 2.38059
43 C -0.14285 1.26961 4.95301
44 C 3.59027 -1.75976 -1.10635
45 O 2.37407 -0.17819 0.20675
46 C -5.20270 -0.81081 -3.24889
47 H -0.06307 0.97485 6.00102
48 H 4.42329 -0.19175 1.85005
49 B 2.07244 1.03140 -0.34907
50 H 0.80821 2.45654 2.82231
51 H -0.61794 -1.36034 1.86723
52 H 4.08790 0.19477 -2.93670
53 C -0.94647 -0.89414 4.39566
54 C -0.14998 2.88310 -2.82741
55 H -3.67474 1.84502 -0.74116
56 O 3.09742 1.59128 -1.00264
57 N -1.23326 0.53377 4.32709
58 C 3.72639 -0.55593 -0.17315
59 C -1.33421 0.93134 2.93698
60 H -0.76751 -2.05942 -2.01182
61 H -0.34916 2.34104 4.89487
62 C -3.13331 -1.99723 -3.06013
63 H 0.67159 3.41882 -3.29302
64 C 4.44538 -0.98146 1.10435
65 H -1.54197 2.00433 2.87728
66 H -0.95060 -0.82401 -0.74230
67 H 3.94033 -1.85467 1.51180
68 H -5.74750 -2.54386 -5.16778
69 H 5.66842 -0.17052 -2.21424
70 O -2.23632 0.79802 0.16154
71 C 4.85447 0.54686 -2.24922
72 H 2.32454 -0.66278 3.84403


| no. | total energy (Ha) | maximum force (Eh/bohr) | orbital gap (eV) |
| --- | --- | --- | --- |
| 1 | -284.42178 | 0.01051 | 10.75 |
| 2 | -2066.72078 | 0.11457 | 6.60 |
| 3 | -367.04625 | 0.13693 | 10.07 |
| 4 | -367.49191 | 0.09749 | 8.10 |
| 5 | -948.51268 | 0.11189 | 7.62 |
| 6 | -6644.56425 | 0.03300 | 7.50 |